# 1
# C4H10O2

A structure of composition C4H10O2 (wB97M-V/def2-TZVPD, the Open Molecules 2025 dataset).

Geometry as XYZ:
```
16
Properties=species:S:1:pos:R:3:forces:R:3:lowdin_charge:R:1
O -0.059 0.619 0.772 0.048 0.004 0.128 -0.144
O 1.094 -1.265 2.320 0.109 0.119 0.094 -0.071
C 1.152 -0.720 -0.950 0.004 0.032 0.034 -0.039
C -1.098 0.646 -1.064 -0.064 0.030 -0.153 -0.093
C -1.250 1.288 0.316 -0.240 0.245 -0.004 -0.163
C -0.165 -0.324 -0.331 0.041 -0.222 -0.262 -0.388
H 0.958 -1.274 -1.876 0.041 0.057 0.132 0.088
H -1.982 0.240 -1.557 0.104 0.060 0.092 0.109
H 1.712 -1.367 -0.269 -0.059 0.106 -0.128 0.071
H 1.752 0.163 -1.193 -0.103 -0.088 0.031 0.087
H 1.950 -0.836 2.203 -0.044 -0.146 0.106 0.037
H 0.477 -0.550 2.085 0.087 -0.101 0.032 0.008
H -2.132 0.934 0.867 0.127 0.061 -0.074 0.120
H -0.538 1.289 -1.750 -0.106 -0.096 0.059 0.114
H -1.173 2.375 0.404 0.019 -0.161 -0.024 0.116
H -0.698 -1.218 0.022 0.037 0.102 -0.062 0.148
```
Positions in Å, forces in eV/Å.

Calculated values
LUMO level	1.0	eV
energy relative to the best compared isomer or geometry (same formula, charge and spin)	132.0	kJ/mol
2S+1	1


# 2
# C4H10O2

The molecule C4H10O2 in a non-equilibrium geometry (wB97M-V/def2-TZVPD, the Open Molecules 2025 dataset).

Geometry as XYZ:
```
16
Properties=species:S:1:pos:R:3:forces:R:3:lowdin_charge:R:1
O 1.333 -1.977 -1.006 3.837 -0.254 -0.250 -0.124
O 0.533 1.887 0.110 1.141 0.209 1.220 -0.108
C -1.369 0.359 0.082 -1.171 -0.188 0.225 -0.169
C 1.016 -0.709 -0.446 -0.165 -0.153 1.030 -0.307
C -0.526 -0.860 -0.380 1.484 -0.227 1.335 -0.164
C -0.621 1.492 0.852 0.390 -1.920 -2.818 -0.238
H -2.073 0.080 0.900 0.056 -0.435 -0.785 0.110
H 2.345 -1.978 -1.211 -2.815 -0.151 0.560 0.141
H -0.303 0.825 1.600 0.557 0.306 2.206 0.089
H -0.661 -1.356 -1.338 -1.182 0.751 -0.339 0.106
H 1.455 0.061 -1.085 -0.537 0.132 0.102 0.110
H 1.297 1.498 0.612 -1.011 0.916 -0.988 0.092
H 1.409 -0.558 0.630 -0.151 -0.440 -1.391 0.128
H -1.245 2.333 1.123 -0.077 0.006 0.235 0.116
H -1.995 0.642 -0.755 -0.018 0.643 -0.158 0.096
H -0.593 -1.738 0.311 -0.338 0.804 -0.185 0.121
```
Positions in Å, forces in eV/Å.

Calculated values
LUMO level	0.7	eV
energy relative to the best compared isomer or geometry (same formula, charge and spin)	217.7	kJ/mol
2S+1	1


# 3
# C4H10O2

A cluster of 2 separate species, C4H10O2 in total (wB97M-V/def2-TZVPD, the Open Molecules 2025 dataset).

Geometry as XYZ:
```
16
Properties=species:S:1:pos:R:3:forces:R:3:lowdin_charge:R:1
O 0.255 -2.298 -1.768 0.227 -0.337 0.005 -0.059
O -0.021 0.641 -1.596 0.178 0.118 0.089 -0.069
C -0.911 -0.343 -1.127 -0.293 -0.290 0.026 -0.265
C 1.009 1.247 1.547 -0.075 0.182 0.019 -0.074
C -0.248 -1.623 -0.636 -0.122 0.288 0.271 -0.266
C 0.357 2.279 1.020 0.113 -0.060 0.187 -0.084
H 0.707 -3.092 -1.465 0.008 0.044 -0.136 0.085
H 2.094 1.192 1.513 -0.143 0.041 0.084 0.060
H -1.589 0.031 -0.340 0.207 0.039 -0.170 0.115
H -1.511 -0.611 -2.001 -0.124 -0.023 0.172 0.122
H 0.494 0.428 2.046 0.030 0.092 -0.197 0.057
H 0.898 3.116 0.584 -0.099 -0.144 -0.049 0.064
H 0.555 -1.389 0.084 -0.104 0.028 -0.180 0.108
H -0.730 2.335 1.003 0.186 0.007 0.119 0.063
H -0.991 -2.243 -0.102 0.065 0.192 -0.168 0.119
H 0.400 1.072 -0.841 -0.055 -0.178 -0.073 0.025
```
Positions in Å, forces in eV/Å.

Calculated values
LUMO level	0.9	eV
energy relative to the best compared isomer or geometry (same formula, charge and spin)	189.3	kJ/mol
2S+1	1


# 4
# C4H10O2Rh

A structure of composition C4H10O2Rh in a non-equilibrium geometry (wB97M-V/def2-TZVPD, the Open Molecules 2025 dataset).

Geometry as XYZ:
```
17
Properties=species:S:1:pos:R:3:forces:R:3:lowdin_charge:R:1
Rh -0.570 -1.727 1.166 0.528 -2.148 0.030 1.305
O -1.181 -1.358 -0.736 -0.644 -1.182 1.893 -0.204
O -1.271 0.141 1.366 -1.191 -0.055 -2.346 -0.276
C -2.339 2.146 0.659 -0.198 0.422 -1.206 -0.010
C -1.145 0.861 2.587 0.197 1.310 1.640 0.000
C -1.735 0.825 0.198 2.011 3.495 1.143 -0.138
C -0.498 -0.886 -1.692 1.199 -0.126 -3.643 -0.131
H -0.652 1.820 2.374 -0.151 -0.270 0.234 0.133
H -2.987 2.071 1.542 0.410 -0.107 -0.236 0.118
H -2.113 1.029 3.078 0.141 -0.078 -0.408 0.137
H -1.537 2.887 0.773 -0.148 0.114 0.247 0.132
H -0.538 0.301 3.305 0.080 -0.280 -0.524 0.126
H -2.341 0.756 -0.724 -0.985 -2.378 0.121 0.199
H 0.217 -0.070 -1.870 0.022 0.398 0.996 0.136
H -0.800 0.736 -0.681 -1.379 1.035 2.070 0.202
H -3.002 2.525 -0.130 0.228 0.104 0.052 0.123
H -0.397 -1.536 -2.575 -0.121 -0.253 -0.063 0.148
```
Positions in Å, forces in eV/Å.

Calculated values
LUMO level (alpha / beta)	-9.5 / -13.1	eV
energy relative to the best compared isomer or geometry (same formula, charge and spin)	0.0	kJ/mol
expectation value of S²	8.763
2S+1	6
total charge	+2


# 5
# C4H10O2S

A cluster of 2 separate species, C4H10O2S in total in a non-equilibrium geometry (wB97M-V/def2-TZVPD, the Open Molecules 2025 dataset).

Geometry as XYZ:
```
17
Properties=species:S:1:pos:R:3:forces:R:3:lowdin_charge:R:1
S -2.192 0.566 -0.315 -1.466 -1.908 -1.166 0.719
O -2.166 1.139 3.293 -0.691 -1.935 0.596 -0.070
O 2.511 0.356 -2.405 0.370 0.096 0.937 0.038
C 2.370 0.060 -1.233 -2.559 -1.451 -2.509 -0.242
C 1.429 -1.125 -0.898 1.599 -0.129 4.453 -0.168
C 0.057 -0.933 -0.175 -0.098 1.299 -2.884 -0.253
C -0.623 0.132 -1.134 -0.846 0.070 2.071 -0.546
H -1.004 -0.293 -2.072 0.975 0.162 0.047 0.068
H -0.024 1.070 -1.219 -0.440 -0.994 -0.403 0.083
H 1.202 -1.574 -1.798 0.095 -1.386 -1.863 0.077
H 0.128 -0.562 0.839 -0.019 0.136 0.099 0.088
H 2.042 -1.737 -0.130 -0.590 0.240 -1.680 0.138
H -2.309 0.561 4.083 0.143 0.702 -1.095 0.061
H -1.799 1.922 3.651 0.566 1.267 0.525 0.004
H -0.625 -1.832 -0.210 1.199 0.663 0.169 0.119
H -1.864 1.664 0.198 0.811 2.311 1.184 -0.213
H 2.866 0.587 -0.476 0.952 0.855 1.517 0.099
```
Positions in Å, forces in eV/Å.

Calculated values
LUMO level	0.6	eV
energy relative to the best compared isomer or geometry (same formula, charge and spin)	210.8	kJ/mol
2S+1	1


# 6
# C4H10O2S

A cluster of 2 separate species, C4H10O2S in total in a non-equilibrium geometry (wB97M-V/def2-TZVPD, the Open Molecules 2025 dataset).

Geometry as XYZ:
```
17
Properties=species:S:1:pos:R:3:forces:R:3:lowdin_charge:R:1
S -1.089 -2.055 -2.450 0.792 0.121 0.737 0.678
O 2.421 1.373 1.101 -3.485 0.675 -1.635 0.029
O -1.156 -0.844 3.232 1.842 -0.003 -1.244 -0.119
C -0.532 -0.452 -1.715 -3.378 1.674 -0.847 -0.610
C 0.590 1.342 -0.572 -0.083 -0.472 1.056 -0.184
C 0.288 -0.123 -0.510 -1.259 -4.223 2.165 -0.306
C 1.246 1.601 0.734 3.070 0.062 1.992 -0.248
H -0.937 -2.853 -1.385 -0.035 0.028 0.061 -0.164
H 0.045 0.024 -2.528 -0.824 -0.136 -0.070 0.067
H -1.563 0.088 -1.504 2.057 -0.613 -1.061 0.103
H -0.410 1.817 -0.579 0.687 0.172 -0.216 0.135
H 1.167 1.564 -1.424 0.805 0.533 -1.015 0.112
H 1.039 -0.983 -0.511 0.207 1.963 0.472 0.146
H 0.502 1.949 1.473 0.214 0.051 0.366 0.123
H -0.349 -0.306 0.487 1.197 0.169 -2.058 0.135
H -0.755 -1.661 3.630 -0.304 1.311 -0.834 0.056
H -0.507 -0.480 2.522 -1.505 -1.312 2.130 0.047
```
Positions in Å, forces in eV/Å.

Calculated values
LUMO level	0.5	eV
energy relative to the best compared isomer or geometry (same formula, charge and spin)	250.2	kJ/mol
2S+1	1


# 7
# C4H10O2S

A cluster of 2 separate species, C4H10O2S in total in a non-equilibrium geometry (wB97M-V/def2-TZVPD, the Open Molecules 2025 dataset).

Geometry as XYZ:
```
17
Properties=species:S:1:pos:R:3:forces:R:3:lowdin_charge:R:1
S -1.785 -1.533 -1.046 -1.289 1.845 -0.934 0.879
O -0.654 1.152 0.775 1.565 -0.277 0.119 0.012
O -0.357 -2.286 -1.668 -0.155 -0.986 -0.410 -0.461
C 0.535 0.918 0.969 -0.906 0.549 0.654 -0.466
C 1.622 1.643 0.171 -1.438 -0.117 -2.040 -0.017
C 0.909 -0.155 2.009 -2.034 -2.367 -0.385 -0.035
C -2.372 -0.068 -1.657 2.138 -0.204 1.155 -0.387
H -1.078 -1.017 -0.043 -0.091 0.070 0.198 -0.055
H -0.696 -3.129 -2.061 0.549 0.977 0.379 0.026
H -1.762 0.881 -1.445 -0.946 -1.642 -0.458 0.012
H 0.026 -0.467 2.693 0.893 0.603 -1.736 0.113
H 1.654 -0.100 2.748 1.596 1.307 0.499 0.042
H 2.589 1.360 0.472 1.269 -0.071 0.702 0.043
H 1.251 -1.085 1.446 -0.651 0.958 0.371 0.104
H 1.565 1.263 -0.921 -0.210 0.646 1.606 0.119
H -2.929 -0.137 -2.578 -0.312 -0.055 0.058 -0.030
H 1.483 2.760 0.136 0.022 -1.238 0.223 0.102
```
Positions in Å, forces in eV/Å.

Calculated values
LUMO level	0.6	eV
energy relative to the best compared isomer or geometry (same formula, charge and spin)	374.8	kJ/mol
2S+1	1


# 8
# C4H10O2Si

A cluster of 2 separate species, C4H10O2Si in total in a non-equilibrium geometry (wB97M-V/def2-TZVPD, the Open Molecules 2025 dataset).

Geometry as XYZ:
```
17
Properties=species:S:1:pos:R:3:forces:R:3:lowdin_charge:R:1
Si -0.102 -0.054 -0.160 1.999 0.088 -1.909 0.856
O 3.172 0.337 -3.492 -1.632 -0.241 1.214 -0.022
O 1.413 0.121 -2.006 -1.775 -0.399 0.561 -0.174
C -0.023 -1.942 -0.130 0.010 0.844 -0.016 -0.177
C -1.559 0.781 -1.020 0.567 -0.455 0.294 -0.173
C 0.762 0.874 1.248 -0.424 -0.229 -0.616 -0.174
C 2.628 0.377 -2.388 1.555 0.568 0.760 -0.555
H -2.010 0.116 -1.753 0.043 -0.146 -0.020 0.037
H -0.846 -2.376 0.432 -0.199 -0.007 0.134 0.029
H -1.223 1.666 -1.553 0.190 0.114 0.025 0.039
H 3.277 0.698 -1.513 -0.225 -0.139 -0.420 0.111
H -2.330 1.082 -0.314 -0.021 0.004 0.186 0.032
H 0.493 0.463 2.218 -0.106 -0.149 0.084 0.030
H 0.507 1.931 1.250 -0.083 0.051 -0.096 0.033
H 0.910 -2.291 0.307 0.091 0.120 0.090 0.037
H -0.064 -2.323 -1.147 -0.062 0.112 -0.148 0.039
H 1.843 0.799 1.145 0.073 -0.138 -0.123 0.034
```
Positions in Å, forces in eV/Å.

Calculated values
LUMO level	0.0	eV
energy relative to the best compared isomer or geometry (same formula, charge and spin)	215.9	kJ/mol
2S+1	1